(1)
2 unconnected molecules or ions with the total composition C31H34N4O2 in a non-equilibrium geometry. Source: the OMol25 dataset; level of theory: ωB97M-V/def2-TZVPD.

Last column: Löwdin charge in e.
Geometry (Å):
O -2.0755 -1.3294 0.5512  -0.103
O 3.9305 0.5588 -4.3008  0.072
N 3.6135 1.3350 -2.1324  -0.038
N -2.2806 2.2315 5.9945  -0.275
N -8.6021 -2.9222 -0.1056  0.115
N 1.6883 0.2497 -1.5857  0.005
C 2.6483 1.2380 -1.0264  -0.447
C -2.8092 0.6799 4.2321  0.016
C 0.5075 -0.1207 -1.0367  0.006
C 3.3345 0.5583 -3.2175  -0.373
C 4.6270 -3.0479 -5.6906  -0.076
C 1.9323 -2.5237 -5.1284  -0.043
C 0.0900 0.3612 0.2074  -0.072
C -5.1179 -3.1996 0.2203  -0.054
C -6.0736 -2.1809 0.1493  -0.254
C -7.4699 -2.6117 0.0138  -0.185
C -1.7494 1.7190 7.2236  -0.085
C 2.1149 -0.3029 -2.8552  -0.174
C -3.7711 -2.9260 0.3439  -0.008
C -1.5031 0.7148 2.1339  -0.153
C -1.2344 0.3859 0.7163  -0.041
C -0.5903 1.5689 2.7914  -0.027
C -5.6614 -0.8364 0.1747  -0.040
C -1.9708 1.6583 4.7723  -0.292
C -2.8423 3.5517 6.0592  -0.085
C -4.3181 -0.5175 0.2979  -0.031
C -3.3508 -1.5765 0.3840  -0.382
C 2.3106 -2.9492 -6.4020  -0.079
C 2.0482 2.6199 -0.7896  0.006
C 2.9155 -2.3433 -4.1494  -0.240
C 4.7992 2.1871 -2.1604  -0.011
C 4.2574 -2.6323 -4.4150  -0.047
C -0.8439 2.0777 4.0603  0.000
C 3.6579 -3.1893 -6.6903  -0.085
C 3.3886 0.7030 0.2292  0.007
C -2.5599 0.1917 2.9447  0.012
C 2.5138 -1.7972 -2.7906  -0.078
H -6.4162 -0.0580 0.0704  0.117
H 3.3641 -1.8799 -2.0780  0.128
H -1.3470 0.6990 7.0526  0.098
H 0.8864 -2.3271 -4.8735  0.117
H 1.5461 -3.0756 -7.1641  0.102
H 2.6899 0.4160 1.0230  0.072
H -0.1797 2.7957 4.5326  0.119
H 5.3831 1.9421 -3.0762  0.103
H 4.5397 3.2662 -2.1881  0.097
H 1.1220 2.5579 -0.2171  0.070
H 3.9547 -3.4910 -7.6938  0.101
H -3.6395 0.3510 4.8627  0.126
H -0.9360 2.3721 7.6056  0.083
H 5.6763 -3.2404 -5.8948  0.102
H -3.6633 3.5547 6.8056  0.087
H -2.0837 4.3073 6.3522  0.082
H 2.7819 3.2388 -0.2552  0.093
H -0.0828 -0.8303 -1.6048  0.146
H -2.9984 -3.6922 0.3879  0.115
H -5.4430 -4.2306 0.1205  0.116
H -3.2534 3.8222 5.0662  0.098
H -2.5664 1.6711 7.9743  0.086
H 1.8335 3.0633 -1.7695  0.104
H 4.9903 -2.5100 -3.6117  0.116
H 1.6490 -2.3669 -2.3945  0.126
H 0.8638 0.7256 0.9088  0.073
H -3.2130 -0.6177 2.6351  0.102
H -3.9925 0.5268 0.3374  0.108
H 0.3178 1.8679 2.2784  0.093
H 5.4247 2.0017 -1.2693  0.090
H 4.0542 1.4950 0.6258  0.090
H 1.3194 -0.1461 -3.5966  0.164
H 3.9824 -0.1941 -0.0248  0.097
H -2.1183 0.4014 0.0492  0.114

Calculated values
frontier orbital gap: 7.153 eV
net charge: 0


(2)
A molecular structure, C31H35BrIN5O8PPt in a non-equilibrium geometry. Source: the OMol25 dataset; level of theory: ωB97M-V/def2-TZVPD.

Last column: Löwdin charge in e.
Geometry (Å):
Pt 0.9085 -0.2923 -0.3024  1.649
I 1.3792 3.5482 -5.1198  0.923
Br 3.5000 -3.1535 2.1652  0.838
P -2.2342 -0.4496 -0.7909  0.302
O 2.7231 -0.8572 0.3557  -0.181
O 0.9264 3.3059 2.4615  0.088
O -2.8418 -0.5978 -2.2429  -0.161
O -3.0609 0.6562 -0.0438  -0.141
O -2.1688 -1.6887 0.0009  -0.236
O -0.8388 0.1735 -1.1815  -0.408
O 3.5604 1.1784 0.7126  0.037
O 0.7521 1.0326 1.1896  -0.196
N 0.3615 -1.4613 1.1552  -0.181
N 2.4815 1.9965 -1.3731  0.045
N 0.9758 -2.0383 -1.3204  -0.033
N 0.1495 -0.8878 2.3481  0.152
N 1.6040 1.0458 -1.7266  -0.129
C -0.3567 0.6177 4.6361  -0.014
C 4.8606 -0.6931 1.3669  -0.146
C -3.0658 2.1069 -0.2051  -0.593
C 6.0150 0.0906 1.3143  -0.008
C 0.6357 -3.0671 -0.4952  -0.217
C 0.6509 -4.3677 -0.9621  0.034
C -1.8752 2.6818 0.5469  -0.016
C 1.3448 -2.2621 -2.5758  -0.053
C 0.3052 -2.7079 0.8790  -0.063
C 0.4284 2.6119 3.4988  -0.250
C 1.0308 -4.6071 -2.2738  -0.003
C -4.0534 -1.3438 -2.5918  -0.608
C 0.1828 3.3391 4.6653  0.003
C 1.3866 -3.5460 -3.0901  -0.006
C -5.1822 -1.0133 -1.6279  -0.022
C 3.6329 -0.0418 0.8040  -0.505
C 7.3166 -1.6584 2.2930  -0.053
C -4.3809 -0.8773 -3.9995  -0.022
C -0.5948 1.3431 5.7764  -0.070
C 4.9645 -1.9731 1.9090  -0.578
C -0.3211 2.7137 5.7825  -0.050
C 0.3564 0.4135 2.2910  -0.332
C -4.3755 2.5420 0.4312  -0.015
C 1.1136 1.3796 -2.9179  -0.180
C 7.2341 -0.3800 1.7647  -0.053
C 2.5933 2.9121 -2.3365  -0.095
C 1.7261 2.5517 -3.3560  -0.756
C -3.0264 2.4833 -1.6782  -0.018
C 0.1527 1.2307 3.4767  -0.083
C 6.1821 -2.4495 2.3711  -0.126
C -3.7209 -2.8284 -2.5649  -0.028
H -0.9941 0.8606 6.6567  0.108
H 1.6935 -3.6985 -4.1139  0.123
H 8.1114 0.2489 1.7077  0.113
H -2.9191 -3.0467 -3.2730  0.087
H -4.5982 0.1909 -4.0085  0.085
H 1.0582 2.7019 1.7134  0.075
H -4.9320 -1.3019 -0.6066  0.089
H 0.3390 0.7940 -3.3847  0.118
H 0.4009 4.3978 4.6574  0.126
H -0.9453 2.2532 0.1730  0.056
H -3.4045 -3.1313 -1.5678  0.073
H 0.3718 -5.1736 -0.2988  0.135
H 2.9932 1.8651 -0.4835  0.076
H -4.4586 3.6287 0.3993  0.096
H 5.9284 1.0885 0.9093  0.122
H -3.8897 2.0785 -2.2058  0.083
H -4.6010 -3.4057 -2.8491  0.094
H -1.9545 2.4725 1.6148  0.095
H 8.2594 -2.0431 2.6576  0.116
H -5.4042 0.0538 -1.6423  0.080
H -1.8353 3.7623 0.4069  0.103
H -4.4182 2.2177 1.4703  0.094
H -3.5392 -1.0647 -4.6663  0.089
H 6.2357 -3.4396 2.8002  0.099
H -0.5616 -0.4425 4.6045  0.114
H -2.1211 2.1099 -2.1608  0.075
H -5.2237 2.1137 -0.1021  0.084
H -0.5056 3.2945 6.6765  0.114
H 3.2650 3.7481 -2.2440  0.135
H 1.6062 -1.3948 -3.1650  0.120
H -3.0405 3.5694 -1.7683  0.098
H -5.2519 -1.4135 -4.3760  0.095
H 0.0223 -3.4298 1.6323  0.158
H 1.0530 -5.6191 -2.6538  0.127
H -6.0776 -1.5569 -1.9293  0.098

Calculated values
frontier orbital gap: 6.685 eV
net charge: +1


(3)
A molecular structure, C31H35BrN2Sn in a non-equilibrium geometry. Source: the OMol25 dataset; level of theory: ωB97M-V/def2-TZVPD.

Last column: Löwdin charge in e.
Geometry (Å):
Sn -0.5484 -0.3766 -0.5719  1.408
Br -1.2782 -2.7615 -2.2166  0.848
N -1.3761 1.6443 -0.7415  -0.016
N -0.3501 0.5096 1.5916  -0.024
C 2.3337 -0.4488 1.7120  -0.392
C -2.4662 -0.3563 3.4987  -0.380
C -0.0074 -0.2101 2.7274  -0.159
C 3.2328 -1.6750 1.5397  -0.040
C 1.4524 -1.8855 -2.5520  -0.225
C 3.7523 -1.0737 -2.8601  0.013
C -1.0446 1.6331 1.6508  -0.048
C 3.4763 0.0779 -2.1824  -0.040
C 2.1886 0.2728 -1.6419  -0.145
C -2.0096 3.5805 0.3212  0.063
C 0.8364 -4.0439 -3.5248  -0.090
C 3.1649 0.8259 1.8949  -0.032
C 1.7525 -1.1494 4.0574  0.002
C -2.6314 0.8036 -3.2895  -0.028
C 2.7684 -2.0679 -3.0791  -0.137
C -3.0730 0.7041 4.4268  -0.040
C -2.2137 3.7402 -1.0132  0.055
C 3.0746 -3.2340 -3.8206  0.003
C -1.9714 2.1822 -3.1180  -0.534
C -0.5090 -1.0562 4.9118  0.000
C 0.5254 -2.9185 -2.8266  -0.560
C -2.7993 3.2394 -3.8483  -0.034
C 0.8385 -1.3501 5.0863  0.010
C 1.2304 -0.6883 -1.8316  -0.292
C -0.9721 -0.5108 3.7309  -0.113
C 2.1415 -4.2033 -4.0322  -0.029
C -0.5394 2.1397 -3.7008  -0.004
C -1.8459 2.5055 -1.6618  -0.159
C -3.1720 -1.7033 3.6955  -0.045
C 1.3498 -0.6269 2.8464  -0.113
C -1.4658 2.2668 0.4901  -0.249
H 4.0723 -3.3382 -4.2283  0.131
H 4.2296 0.8413 -2.0390  0.123
H -2.6123 4.6079 -1.5124  0.130
H -3.7926 3.3413 -3.4074  0.102
H -2.1809 4.2991 1.1086  0.139
H 3.7196 0.7888 2.8335  0.096
H 2.5342 1.7176 1.9103  0.084
H -2.7470 0.5819 -4.3494  0.109
H -4.1345 0.8239 4.2081  0.093
H 2.3845 -5.0945 -4.5940  0.126
H 3.7954 -1.5937 0.6081  0.082
H 2.6484 -2.5961 1.5180  0.094
H -2.3113 4.2149 -3.8432  0.097
H -4.2316 -1.6081 3.4565  0.092
H -2.0166 0.0116 -2.8540  -0.005
H 0.0885 -4.8055 -3.6983  0.117
H -3.0966 -2.0385 4.7301  0.085
H -0.5957 1.9740 -4.7768  0.107
H 1.9808 1.1848 -1.0930  0.110
H -2.7399 -2.4772 3.0589  0.088
H -2.9776 0.4044 5.4710  0.092
H -2.5884 1.6759 4.3138  0.072
H 0.0358 1.3273 -3.2543  0.053
H -2.9275 2.9391 -4.8873  0.101
H 3.8868 0.9197 1.0817  0.083
H 4.7510 -1.2423 -3.2447  0.133
H 2.7895 -1.4156 4.2128  0.128
H -3.6165 0.7779 -2.8205  0.107
H -2.6320 -0.0475 2.4648  0.111
H -0.0101 3.0769 -3.5215  0.104
H -1.2400 2.1081 2.6076  0.153
H 1.1757 -1.7795 6.0211  0.129
H 1.7628 -0.3326 0.7913  0.044
H 3.9572 -1.7505 2.3512  0.087
H -1.2058 -1.2826 5.7084  0.128

Calculated values
frontier orbital gap (spin up / spin down): 4.881 / 5.541 eV
net charge: +2


Across the entries above, molecular weight takes the values 494.64; 1038.51; 634.25 g/mol, respectively.
Across the entries above, energy above the lowest of the compared OMol25 structures with the same formula, charge and spin takes the values 123.55; 0.00; 0.00 kcal per mole, respectively.